# 1
58
Properties=species:S:1:pos:R:3 method="wB97M-V/def2-TZVPD" max_force_ev_per_a=1.534 de_lowest_kj_mol=19.26 smiles="CCc1nnc(NC(=O)CSc2nnc(-c3ccc(S(=O)(=O)N4CCCC4)cc3)n2CC)s1" charge=0
C 3.02756 5.50465 -2.30919
H 2.52130 6.36745 -2.73520
H 3.97100 5.83208 -1.88062
H 3.23465 4.79411 -3.10656
C 2.15848 4.85814 -1.23062
C 0.85956 4.40589 -1.78186
N -0.28434 4.85894 -1.42970
N -1.31673 4.32614 -2.06914
C -0.98305 3.42314 -2.92731
N -1.82790 2.70409 -3.72658
C -3.12139 2.29758 -3.49312
O -3.64428 1.51213 -4.24524
C -3.80936 2.88146 -2.28341
H -4.76386 3.31609 -2.58011
H -3.18707 3.60924 -1.76516
S -4.25756 1.54713 -1.13162
C -2.67338 0.96969 -0.72580
N -1.54542 1.39303 -1.23452
N -0.55824 0.70775 -0.65011
C -1.08092 -0.14127 0.19781
N -2.45118 -0.02156 0.18595
C -3.44871 -0.62741 1.03353
C -3.24929 -0.23605 2.49352
H -2.29010 -0.59294 2.86215
H -4.03925 -0.67243 3.09764
H -3.28544 0.84546 2.60157
H -3.41541 -1.71382 0.92116
H -4.42135 -0.27632 0.67846
C -0.27454 -1.04149 1.00672
C 0.93367 -0.55423 1.50974
C 1.75047 -1.36998 2.26890
C 1.36690 -2.67500 2.51698
C 0.17823 -3.17463 2.02142
C -0.64404 -2.36115 1.26248
H -1.55683 -2.76469 0.85305
H -0.09677 -4.19202 2.25061
S 2.43352 -3.74652 3.49389
O 3.21203 -2.91673 4.36328
O 1.61583 -4.78075 4.05401
N 3.50129 -4.48887 2.45244
C 4.42908 -3.62426 1.75809
H 4.57257 -2.71935 2.34475
H 5.38693 -4.14758 1.68146
C 3.82794 -3.38313 0.36035
H 4.60523 -3.39387 -0.40130
H 3.32422 -2.41806 0.31594
C 2.82035 -4.53088 0.16533
H 3.05967 -5.13713 -0.70619
H 1.81192 -4.13832 0.03787
C 2.92281 -5.36309 1.45705
H 1.96895 -5.73419 1.82606
H 3.59886 -6.21189 1.31692
H 2.67247 -1.00546 2.69319
H 1.20972 0.46600 1.29517
H -1.38297 2.19700 -4.48384
S 0.75211 3.17648 -3.03826
H 2.68362 3.99895 -0.80587
H 1.94996 5.57163 -0.43227



# 2
52
Properties=species:S:1:pos:R:3 method="wB97M-V/def2-TZVPD" max_force_ev_per_a=0.841 de_lowest_kj_mol=0.78 smiles="Cc1cc(C)c(OCC(=O)N(Cc2cccs2)[C@@H]2CCS(=O)(=O)C2)c(C)c1" charge=0
C 4.33737 3.72663 0.33834
C 2.86236 3.48550 0.44794
C 2.25612 3.37440 1.69062
C 0.89102 3.16366 1.82051
C 0.11713 3.04599 0.66085
C 0.69883 3.19563 -0.60090
C 2.06652 3.40869 -0.68554
H 2.51897 3.52038 -1.66080
C -0.14963 3.16602 -1.83461
H 0.43264 2.85340 -2.69842
H -1.00265 2.50479 -1.70851
H -0.53887 4.16524 -2.02992
O -1.25190 2.83942 0.74205
C -1.68480 1.54245 1.10403
C -1.61183 0.54279 -0.05831
O -2.58659 0.37588 -0.76777
N -0.44869 -0.12153 -0.28921
C 0.70503 -0.13503 0.60116
C 0.64056 -1.27658 1.56666
C 1.03332 -2.56771 1.38585
C 0.76797 -3.38964 2.50497
C 0.17546 -2.71503 3.52050
S -0.07443 -1.06057 3.13386
H -0.13326 -3.08107 4.47910
H 1.01125 -4.43570 2.54456
H 1.50173 -2.93233 0.48880
H 0.77238 0.81111 1.13409
H 1.60392 -0.22338 -0.01682
C -0.42224 -1.13344 -1.34013
C -1.41584 -2.26835 -1.16194
H -1.21056 -2.90008 -0.30452
H -2.44457 -1.92380 -1.17197
S -1.05827 -3.18609 -2.69077
O -2.21085 -3.85843 -3.21627
O 0.12160 -3.97883 -2.46204
C -0.59364 -1.73573 -3.71164
C -0.67751 -0.56725 -2.74725
H -1.67131 -0.12064 -2.76788
H 0.05577 0.20562 -2.98086
H -1.28428 -1.66538 -4.54406
H 0.41479 -1.92228 -4.06899
H 0.57840 -1.57650 -1.33203
H -1.16856 1.16379 1.99219
H -2.74822 1.66042 1.33149
C 0.26932 3.08059 3.18389
H 0.78492 3.75007 3.86864
H 0.34309 2.06950 3.58957
H -0.78009 3.36229 3.14053
H 2.85665 3.46225 2.58490
H 4.54678 4.79302 0.42557
H 4.71692 3.38628 -0.62194
H 4.87390 3.21427 1.13367



# 3
51
Properties=species:S:1:pos:R:3 method="wB97M-V/def2-TZVPD" max_force_ev_per_a=0.731 de_lowest_kj_mol=0.00 smiles="CC(C)COC(=O)c1ccc(NC(=O)[C@H]2[C@@H]3CC[C@@H](C3)[C@@H]2C(=O)O)cc1" charge=0
C 1.66783 -2.91343 6.18375
H 1.32311 -2.27813 6.99551
H 1.27632 -3.91576 6.34155
H 2.75389 -2.95772 6.21885
C 1.18865 -2.36271 4.84393
C -0.33455 -2.27360 4.80555
H -0.77446 -3.26278 4.91235
H -0.69676 -1.64211 5.61334
H -0.67217 -1.84912 3.86229
C 1.70563 -3.25823 3.71314
H 2.79484 -3.34689 3.76495
H 1.25225 -4.25291 3.77677
O 1.40882 -2.69592 2.43828
C 0.48412 -3.30600 1.68548
O -0.08381 -4.32413 2.00055
C 0.24355 -2.59073 0.40952
C -0.67126 -3.13196 -0.49241
C -0.92822 -2.49867 -1.68756
C -0.28561 -1.30012 -2.00926
C 0.65239 -0.77667 -1.11948
C 0.90711 -1.41299 0.07914
H 1.63440 -1.00433 0.76264
H 1.20697 0.11015 -1.37515
N -0.57657 -0.71278 -3.24051
C -0.76557 0.58649 -3.62411
O -1.08621 0.81733 -4.77181
C -0.59202 1.67205 -2.58521
H -0.73563 1.24907 -1.59105
C 0.78103 2.36972 -2.72143
H 1.59800 1.68825 -2.95785
C 0.49816 3.44894 -3.76556
H 0.19560 3.03684 -4.72569
H 1.33453 4.13145 -3.90159
C -0.66001 4.06263 -2.98232
H -1.15902 4.92081 -3.42500
C -1.57616 2.83675 -2.84501
C -2.68168 2.97528 -1.83553
O -3.23283 4.00120 -1.53936
O -3.04316 1.79523 -1.30233
H -3.79095 1.92056 -0.69689
H -2.07266 2.66037 -3.80887
C -0.00910 4.35829 -1.62521
H -0.74575 4.39373 -0.82518
H 0.49675 5.32297 -1.65385
C 1.00003 3.20433 -1.45494
H 0.82298 2.62819 -0.54668
H 2.02378 3.57811 -1.42065
H -0.87475 -1.36594 -3.95777
H -1.63727 -2.92195 -2.38407
H -1.17043 -4.05273 -0.23223
H 1.60591 -1.36042 4.69698